Arrangement i

Here is a molecular structure, C40H110N10O10 from the OMol25 dataset. Energies are from ωB97M-V/def2-TZVPD.

Each line ends with the Mulliken charge.
Positions of all 170 atoms, in Å:
C  -0.656  3.496  -2.003  -1.74
C  0.471  2.637  -2.715  -0.40
C  1.094  1.490  -1.828  1.33
O  2.080  0.959  -2.666  -0.54
C  2.500  -0.359  -2.292  -1.02
N  -0.123  2.188  -3.900  -0.82
H  -0.952  4.359  -2.599  0.77
H  -0.215  3.929  -1.105  0.28
H  -1.549  3.024  -1.593  0.08
H  1.269  3.308  -3.035  0.71
H  0.273  0.822  -1.567  -0.01
H  1.611  1.806  -0.922  -0.07
H  3.295  -0.119  -1.586  -0.74
H  2.813  -0.883  -3.195  0.83
H  1.750  -1.004  -1.833  0.61
H  -0.830  1.489  -3.723  0.60
H  0.606  1.619  -4.307  0.46
C  2.123  4.131  4.033  -1.47
C  2.326  4.435  2.569  0.24
C  1.958  3.260  1.594  -0.45
O  2.776  2.175  1.896  0.25
C  3.284  1.596  0.720  0.01
N  1.417  5.482  2.181  -0.72
H  2.497  4.947  4.651  0.59
H  2.619  3.170  4.172  0.19
H  1.081  3.936  4.286  0.46
H  3.364  4.691  2.361  0.35
H  1.896  3.505  0.533  0.98
H  1.005  2.753  1.744  -0.29
H  3.949  0.782  1.012  -1.44
H  3.882  2.389  0.273  0.70
H  2.624  1.224  -0.064  -0.26
H  1.606  5.685  1.210  0.29
H  1.800  6.331  2.569  0.31
C  -2.576  -3.879  -0.509  -1.50
C  -2.334  -3.492  -1.997  1.77
C  -0.819  -3.483  -2.217  -1.59
O  -0.167  -2.514  -1.402  -0.11
C  1.186  -2.435  -1.617  -1.92
N  -3.091  -4.315  -2.904  -0.69
H  -2.223  -4.884  -0.275  0.35
H  -3.642  -3.852  -0.284  0.98
H  -2.154  -3.192  0.224  0.20
H  -2.732  -2.483  -2.105  -0.48
H  -0.653  -3.314  -3.281  0.65
H  -0.499  -4.501  -1.994  0.35
H  1.529  -3.354  -1.142  -0.07
H  1.537  -1.540  -1.103  0.65
H  1.558  -2.452  -2.642  0.72
H  -4.072  -4.128  -2.753  0.39
H  -2.876  -4.090  -3.865  0.31
C  -1.221  0.846  0.134  -0.92
C  -0.367  -0.511  0.042  0.45
C  0.882  -0.381  0.927  -0.84
O  2.044  -0.490  0.053  0.23
C  3.219  -0.929  0.720  -1.63
N  -1.165  -1.669  0.303  0.72
H  -0.558  1.711  0.104  -0.85
H  -1.777  0.916  1.069  1.19
H  -1.922  0.857  -0.701  -1.13
H  -0.038  -0.702  -0.980  0.30
H  0.920  -1.188  1.659  1.16
H  0.941  0.573  1.451  1.13
H  3.075  -1.995  0.900  0.75
H  3.491  -0.411  1.640  1.11
H  4.060  -0.806  0.038  -0.95
H  -0.708  -2.414  -0.204  0.69
H  -2.014  -1.787  -0.231  -0.97
C  -3.093  3.048  -1.073  -1.02
C  -4.490  2.973  -1.663  0.62
C  -5.487  2.092  -0.781  -1.34
O  -5.054  0.800  -0.602  0.02
C  -5.038  0.070  -1.859  -2.15
N  -5.018  4.302  -1.870  -0.72
H  -3.131  3.262  -0.005  0.28
H  -2.490  3.782  -1.608  0.64
H  -2.741  2.018  -1.122  0.50
H  -4.366  2.515  -2.645  0.27
H  -6.471  2.027  -1.246  0.64
H  -5.549  2.545  0.208  0.27
H  -6.063  -0.234  -2.070  0.48
H  -4.485  -0.869  -1.858  1.04
H  -4.642  0.487  -2.785  0.48
H  -4.556  4.700  -2.675  0.30
H  -6.009  4.258  -2.058  0.28
C  5.560  -0.415  -1.752  -0.94
C  5.814  -1.318  -0.497  1.47
C  5.404  -2.757  -0.843  -1.05
O  4.021  -2.744  -1.115  0.43
C  3.401  -3.999  -1.416  -1.11
N  7.249  -1.116  -0.255  -0.72
H  5.748  -0.904  -2.708  0.39
H  6.223  0.449  -1.718  0.41
H  4.498  -0.172  -1.733  0.43
H  5.275  -0.912  0.359  0.00
H  5.728  -3.443  -0.060  0.35
H  5.887  -3.027  -1.782  0.35
H  3.749  -4.329  -2.395  0.23
H  2.338  -3.777  -1.515  1.12
H  3.670  -4.695  -0.621  0.38
H  7.656  -1.445  -1.119  0.32
H  7.527  -1.714  0.510  0.31
C  0.016  -0.046  -5.957  -2.03
C  0.597  -0.607  -4.626  -2.35
C  -0.487  -0.782  -3.539  -0.21
O  -1.228  0.391  -3.239  -0.78
C  -2.272  0.165  -2.214  0.67
N  1.290  -1.833  -4.901  -0.16
H  0.729  0.088  -6.771  0.39
H  -0.570  0.871  -5.887  0.25
H  -0.660  -0.827  -6.304  0.50
H  1.347  0.049  -4.185  1.04
H  0.037  -1.075  -2.629  -0.32
H  -1.120  -1.615  -3.844  2.24
H  -3.140  -0.286  -2.695  0.83
H  -2.609  1.119  -1.808  -2.00
H  -1.938  -0.518  -1.433  0.46
H  0.595  -2.427  -5.329  0.31
H  2.081  -1.686  -5.511  0.31
C  2.110  -0.334  5.112  -1.95
C  2.422  0.891  4.265  0.09
C  3.931  1.334  4.314  -1.44
O  4.727  0.241  3.879  -0.44
C  6.010  0.582  3.304  -0.71
N  1.992  0.543  2.909  0.24
H  1.087  -0.708  5.074  0.40
H  2.370  -0.089  6.142  0.42
H  2.717  -1.219  4.919  0.29
H  1.747  1.650  4.660  1.83
H  4.115  1.608  5.352  0.50
H  4.087  2.223  3.703  0.61
H  5.798  0.910  2.287  0.23
H  6.654  -0.297  3.276  0.24
H  6.539  1.427  3.745  0.33
H  2.060  1.375  2.340  -1.26
H  2.705  -0.014  2.461  -0.97
C  -4.694  -0.585  1.995  -1.48
C  -4.006  -1.509  0.944  -0.09
C  -5.005  -2.159  -0.098  -2.19
O  -5.723  -3.134  0.660  -0.44
C  -7.018  -3.436  0.143  -0.73
N  -2.959  -0.745  0.270  1.16
H  -4.025  -0.135  2.729  0.22
H  -5.410  -1.228  2.507  0.60
H  -5.178  0.280  1.541  -0.10
H  -3.580  -2.353  1.485  0.73
H  -4.390  -2.541  -0.912  0.49
H  -5.604  -1.370  -0.552  0.84
H  -7.596  -2.535  -0.062  0.25
H  -7.634  -4.080  0.771  0.34
H  -6.908  -4.095  -0.717  0.28
H  -3.374  0.106  -0.081  -0.38
H  -2.330  -0.476  1.013  0.58
C  -1.828  1.518  4.688  -1.78
C  -0.480  1.014  4.256  0.50
C  -0.683  -0.202  3.292  0.96
O  -1.591  -1.110  3.964  -0.47
C  -2.298  -1.982  3.086  -0.99
N  0.249  2.054  3.604  0.94
H  -1.793  2.491  5.179  0.56
H  -2.185  0.845  5.467  0.42
H  -2.485  1.658  3.829  0.20
H  0.076  0.806  5.170  -0.13
H  0.292  -0.677  3.190  0.09
H  -1.126  0.086  2.338  -0.14
H  -1.637  -2.529  2.414  0.28
H  -3.030  -1.578  2.387  0.20
H  -2.705  -2.780  3.706  0.40
H  1.217  1.859  3.394  -2.60
H  0.165  2.994  3.964  0.35

Properties
Frontier orbital gap = 7.8 eV
Net charge = 0
Lowest unoccupied orbital energy = 0.0116 hartree



Arrangement ii

Here is 10 unconnected molecules or ions with the total composition C40H110N10O10 from the OMol25 dataset. Energies are from ωB97M-V/def2-TZVPD.

Each line ends with the Mulliken charge.
Positions of all 170 atoms, in Å:
C  4.318  -15.336  -27.623  -0.66
O  4.593  -16.466  -26.718  -0.17
C  5.687  -16.204  -25.864  -1.00
C  5.660  -17.414  -24.833  0.63
C  4.260  -17.680  -24.103  -0.47
N  6.600  -17.219  -23.732  -0.75
H  3.700  -15.775  -28.407  0.08
H  5.238  -15.075  -28.146  0.41
H  3.872  -14.495  -27.091  0.26
H  6.608  -16.128  -26.441  0.39
H  5.618  -15.292  -25.270  0.38
H  6.076  -18.200  -25.463  0.19
H  4.198  -18.649  -23.608  0.43
H  3.375  -17.616  -24.736  -0.58
H  3.944  -16.906  -23.404  0.45
H  7.580  -17.154  -23.967  0.24
H  6.499  -18.025  -23.132  0.24
C  -4.911  -20.251  -28.598  -0.53
O  -5.598  -18.998  -28.428  -0.48
C  -4.755  -17.974  -28.686  -1.26
C  -3.895  -17.551  -27.484  2.26
C  -4.596  -17.494  -26.165  -1.76
N  -3.275  -16.262  -27.921  -0.29
H  -4.640  -20.360  -29.649  0.32
H  -5.582  -21.101  -28.472  0.32
H  -3.939  -20.287  -28.106  0.01
H  -4.179  -18.151  -29.595  0.30
H  -5.310  -17.112  -29.058  0.59
H  -3.090  -18.286  -27.443  -0.52
H  -3.915  -17.082  -25.420  0.32
H  -4.867  -18.467  -25.754  0.37
H  -5.539  -16.952  -26.218  0.42
H  -2.287  -16.259  -27.710  -0.25
H  -3.312  -16.145  -28.923  0.18
C  -6.157  -10.759  -23.379  -0.80
O  -4.892  -11.246  -23.734  -0.27
C  -4.847  -12.682  -23.687  -1.04
C  -3.567  -13.045  -24.544  0.37
C  -3.858  -12.873  -26.031  -0.91
N  -3.195  -14.413  -24.374  -0.24
H  -6.160  -9.669  -23.390  0.24
H  -6.302  -11.073  -22.345  0.32
H  -6.975  -11.046  -24.040  0.31
H  -4.710  -13.004  -22.655  0.45
H  -5.804  -13.007  -24.095  0.37
H  -2.718  -12.508  -24.123  0.43
H  -4.416  -13.664  -26.532  0.16
H  -2.878  -12.765  -26.496  -0.06
H  -4.380  -11.926  -26.170  0.56
H  -3.865  -15.053  -24.775  0.23
H  -2.453  -14.541  -25.048  -0.26
C  -1.431  -13.189  -29.367  0.05
O  -0.833  -12.565  -30.551  -0.31
C  -1.244  -13.139  -31.750  -0.64
C  -0.079  -12.883  -32.737  0.53
C  0.363  -11.335  -32.958  -1.43
N  -0.341  -13.490  -34.008  -0.71
H  -2.503  -13.061  -29.216  0.38
H  -0.824  -12.734  -28.584  -0.13
H  -1.320  -14.262  -29.212  -0.18
H  -1.401  -14.217  -31.694  0.05
H  -2.232  -12.724  -31.949  0.52
H  0.749  -13.382  -32.233  0.12
H  0.441  -10.748  -32.042  0.29
H  -0.475  -10.867  -33.474  0.35
H  1.225  -11.124  -33.591  0.36
H  -0.367  -14.468  -33.756  0.37
H  -1.317  -13.312  -34.200  0.34
C  0.793  -17.206  -20.880  -0.41
O  -0.585  -16.932  -20.634  -0.40
C  -1.507  -17.849  -21.246  0.00
C  -2.983  -17.701  -20.678  0.13
C  -2.992  -17.842  -19.203  -1.56
N  -3.907  -18.514  -21.444  -0.42
H  1.291  -16.359  -20.407  0.38
H  0.949  -17.118  -21.955  -0.10
H  1.241  -18.153  -20.581  0.30
H  -1.584  -17.489  -22.271  -0.09
H  -1.161  -18.883  -21.216  0.27
H  -3.174  -16.633  -20.778  0.26
H  -2.158  -17.348  -18.704  0.36
H  -3.019  -18.902  -18.949  0.35
H  -3.879  -17.364  -18.788  0.40
H  -4.838  -18.367  -21.083  0.28
H  -3.761  -19.460  -21.121  0.27
C  0.745  -9.777  -27.113  -0.65
O  1.099  -8.827  -26.151  -0.40
C  1.822  -9.556  -25.199  -0.17
C  1.086  -9.015  -23.903  0.41
C  1.692  -9.149  -22.489  -1.50
N  -0.131  -9.696  -23.726  -0.60
H  0.049  -9.208  -27.729  0.40
H  -0.002  -10.540  -26.892  0.13
H  1.593  -10.149  -27.688  0.37
H  1.625  -10.627  -25.161  -0.07
H  2.895  -9.367  -25.165  0.38
H  0.863  -7.959  -24.056  0.29
H  2.694  -8.722  -22.436  0.40
H  1.901  -10.192  -22.251  0.32
H  1.167  -8.686  -21.653  0.36
H  -0.814  -9.155  -23.215  0.23
H  -0.620  -9.744  -24.608  0.16
C  -1.815  -24.764  -24.366  -0.82
O  -2.086  -23.438  -23.869  -0.41
C  -2.235  -22.296  -24.802  -0.73
C  -2.962  -21.059  -24.142  1.53
C  -4.419  -21.348  -23.870  -1.99
N  -2.858  -19.974  -25.056  0.21
H  -1.610  -25.438  -23.535  0.28
H  -1.157  -24.756  -25.235  0.30
H  -2.721  -25.250  -24.729  0.31
H  -1.304  -22.123  -25.343  0.14
H  -2.679  -22.606  -25.748  0.56
H  -2.498  -20.797  -23.192  -0.27
H  -4.949  -20.501  -23.434  0.44
H  -4.498  -22.130  -23.114  0.50
H  -5.012  -21.844  -24.639  0.35
H  -3.524  -19.303  -24.699  -0.21
H  -1.934  -19.622  -24.852  -0.38
C  1.344  -20.586  -22.745  -0.66
O  2.111  -20.283  -23.875  -0.23
C  1.693  -21.061  -24.976  -1.11
C  2.691  -20.693  -26.123  1.46
C  2.161  -21.122  -27.516  -1.46
N  3.900  -21.454  -26.067  -0.81
H  1.598  -21.626  -22.537  0.48
H  0.263  -20.660  -22.866  0.10
H  1.599  -19.970  -21.884  0.10
H  1.836  -22.125  -24.788  0.79
H  0.667  -20.750  -25.176  0.03
H  2.860  -19.618  -26.058  -0.43
H  1.336  -20.477  -27.820  0.24
H  1.733  -22.124  -27.463  0.34
H  2.860  -21.129  -28.353  0.42
H  4.371  -21.075  -25.258  0.33
H  4.403  -21.019  -26.827  0.33
C  -1.459  -19.342  -30.199  -0.89
O  -1.689  -17.928  -30.196  0.47
C  -1.461  -17.256  -31.420  -1.14
C  0.008  -16.982  -31.719  0.34
C  0.602  -16.057  -30.690  1.02
N  0.192  -16.374  -33.004  -0.46
H  -1.783  -19.759  -29.245  0.12
H  -0.414  -19.512  -30.457  0.29
H  -1.988  -19.846  -31.008  0.30
H  -1.925  -17.784  -32.253  0.43
H  -1.946  -16.285  -31.322  0.23
H  0.503  -17.952  -31.672  0.44
H  0.201  -15.046  -30.754  -0.62
H  1.656  -15.934  -30.941  0.44
H  0.369  -16.329  -29.661  -1.07
H  0.937  -16.745  -33.576  0.19
H  -0.572  -16.546  -33.642  0.29
C  0.723  -14.011  -26.089  -1.02
O  -0.532  -14.689  -26.042  0.67
C  -0.568  -15.787  -25.028  -0.93
C  0.434  -16.876  -25.436  2.05
C  0.295  -17.347  -26.840  -1.26
N  0.215  -18.014  -24.581  1.47
H  0.652  -13.103  -25.490  0.14
H  1.017  -13.769  -27.110  0.40
H  1.544  -14.590  -25.666  0.10
H  -0.224  -15.284  -24.124  0.73
H  -1.523  -16.312  -24.983  -0.10
H  1.448  -16.680  -25.090  -0.70
H  -0.640  -17.681  -27.289  -0.35
H  0.997  -18.155  -27.048  0.41
H  0.447  -16.528  -27.542  -0.19
H  0.843  -18.725  -24.925  -0.56
H  0.559  -17.814  -23.653  -0.93

Properties
Frontier orbital gap = 9.0 eV
Net charge = 0
SMILES = COC[C@H](C)N.COC[C@H](C)N.COC[C@H](C)N.COC[C@H](C)N.COC[C@H](C)N.COC[C@H](C)N.COC[C@H](C)N.COC[C@H](C)N.COC[C@H](C)N.COC[C@H](C)N
Lowest unoccupied orbital energy = 0.0147 hartree



Energy above the most stable structure, in kJ/mol: arrangement i 2604.3; arrangement ii 0.0



Arrangement i

Here is a single C2HN3 molecule from the OMol25 dataset. Energies are from ωB97M-V/def2-TZVPD.

Each line ends with the Mulliken charge.
Positions of all 6 atoms, in Å:
N  0.399  -2.993  -1.432  -0.33
C  0.740  -2.308  -0.595  0.37
N  1.249  -1.535  0.426  -0.27
C  1.256  -1.231  1.537  0.32
N  1.470  -0.619  2.446  -0.31
H  1.104  0.099  2.591  0.23

Properties
Frontier orbital gap = 11.3 eV
Net charge = 0
SMILES = N#CN=C=N
Lowest unoccupied orbital energy = 0.0158 hartree



Arrangement ii

Here is a single C2HN3 molecule from the OMol25 dataset. Energies are from ωB97M-V/def2-TZVPD.

Each line ends with the Mulliken charge.
Positions of all 6 atoms, in Å:
C  1.113  -0.721  -1.081  0.33
C  0.232  -0.451  -0.027  -0.23
N  1.664  -1.203  -1.958  -0.36
N  -0.052  -2.244  1.672  -0.43
N  0.031  -1.413  0.860  0.39
H  -0.460  0.439  -0.173  0.29

Properties
Frontier orbital gap = 9.1 eV
Net charge = 0
Lowest unoccupied orbital energy = -0.0155 hartree



Energy above the most stable structure, in kJ/mol: arrangement i 123.7; arrangement ii 0.0